(1)
This record from the Open Molecules 2025 dataset describes C11H20BrCrIN3O11P2 as an isolated structure. The level of theory is the ωB97M-V functional and the def2-TZVPD basis.

Structure (XYZ):
```
50
Properties=species:S:1:pos:R:3
Cr -0.165 -0.401 -0.208
N -0.057 -0.308 1.976
C 0.427 0.844 2.772
C 1.938 1.017 2.772
O 2.524 1.637 3.617
O 2.477 0.408 1.731
H -1.044 -0.439 2.186
H 0.420 -1.150 2.287
H 0.112 0.766 3.813
H -0.009 1.746 2.348
C -2.732 3.747 -1.706
C -1.891 2.507 -1.432
O -1.441 2.002 -2.677
P -2.906 1.186 -0.638
O -3.769 0.542 -1.779
O -4.044 1.863 0.233
O -2.117 0.219 0.203
P -0.500 2.857 -0.292
O -1.335 3.085 1.102
O 0.264 4.065 -0.619
O 0.190 1.506 -0.163
H -3.596 3.493 -2.322
H -2.106 4.455 -2.245
H -3.084 4.208 -0.785
H -0.552 1.614 -2.602
H -3.187 0.202 -2.486
H -3.703 2.109 1.104
H -1.237 4.013 1.353
N 4.313 -0.377 -0.129
C 3.792 0.078 -1.421
C 2.275 0.108 -1.500
O 1.730 0.787 -2.344
O 1.682 -0.704 -0.652
H 5.324 -0.404 -0.162
H 3.990 -1.320 0.055
H 3.443 0.526 1.600
H 4.120 -0.542 -2.265
H 4.138 1.092 -1.618
I -2.809 -2.485 1.844
C -1.150 -3.330 0.883
C -1.101 -4.716 0.959
C -0.090 -5.389 0.302
C 0.831 -4.647 -0.413
C 0.711 -3.274 -0.431
N -0.257 -2.593 0.217
H -1.856 -5.245 1.519
H -0.035 -6.469 0.344
H 1.637 -5.111 -0.963
H 1.409 -2.663 -0.978
Br -0.974 -1.116 -2.390
```

As for the spin multiplicity: 2. As for the HOMO energy (spin up / spin down): -9.21 / -9.13 eV. The value obtained for the largest force on an atom is 0.82 eV/A. The value obtained for the energy above the lowest of the compared OMol25 structures with the same formula, charge and spin is 90.2 kJ/mol. The total energy is -163875.2323 eV. Its HOMO-LUMO gap (spin up / spin down) is 8.34 / 8.61 eV. Its total charge is 0.



(2)
This record from the Open Molecules 2025 dataset describes C33H55BKN9S3 as an isolated structure. The level of theory is the ωB97M-V functional and the def2-TZVPD basis.

Structure (XYZ):
```
102
Properties=species:S:1:pos:R:3
K -0.300 1.424 0.547
C -1.679 -1.908 -4.325
C -2.918 -2.504 -3.664
C -3.382 -3.684 -4.523
C -3.993 -1.413 -3.609
N -2.721 -3.001 -2.278
C -3.814 -3.541 -1.609
C -3.446 -3.732 -0.334
N -2.143 -3.314 -0.196
B -1.540 -3.332 1.234
N 0.010 -3.411 1.186
C 0.540 -4.571 0.669
C 1.870 -4.423 0.577
N 2.172 -3.149 1.040
C 1.011 -2.539 1.457
S 0.849 -1.077 2.297
C 3.583 -2.684 0.990
C 4.393 -3.515 1.986
C 4.088 -2.921 -0.439
C 3.790 -1.207 1.307
N -2.095 -2.190 2.114
C -1.937 -2.306 3.477
C -2.328 -1.156 4.045
N -2.737 -0.305 3.030
C -2.631 -0.966 1.834
S -3.169 -0.436 0.310
C -3.215 1.075 3.399
C -2.175 1.691 4.343
C -4.559 0.895 4.106
C -3.392 2.067 2.251
C -1.679 -2.872 -1.390
S -0.110 -2.299 -1.689
H -1.985 -1.599 -5.329
H -1.305 -1.046 -3.782
H -0.866 -2.625 -4.398
H -3.528 -3.348 -5.551
H -2.626 -4.470 -4.516
H -4.323 -4.109 -4.171
H -4.138 -0.991 -4.606
H -4.950 -1.797 -3.256
H -3.678 -0.621 -2.930
H -4.761 -3.706 -2.086
H -4.009 -4.092 0.507
H -1.905 -4.378 1.742
H -0.090 -5.388 0.371
H 2.613 -5.093 0.191
H 4.323 -4.583 1.772
H 5.443 -3.222 1.942
H 4.024 -3.341 2.997
H 4.141 -3.978 -0.699
H 3.424 -2.434 -1.152
H 5.088 -2.497 -0.544
H 3.520 -0.957 2.326
H 4.851 -0.998 1.148
H 3.200 -0.565 0.658
H -1.506 -3.186 3.917
H -2.318 -0.860 5.075
H -2.112 1.178 5.305
H -1.192 1.695 3.874
H -2.445 2.730 4.528
H -4.493 0.168 4.920
H -4.881 1.851 4.521
H -5.312 0.550 3.395
H -2.455 2.362 1.774
H -4.089 1.712 1.499
H -3.780 2.981 2.706
C 4.205 1.677 -3.012
C 2.995 0.988 -3.636
C 3.294 -0.497 -3.883
C 2.635 1.662 -4.957
N 1.832 1.204 -2.753
N 1.858 0.543 -1.499
H 5.026 1.733 -3.731
H 4.569 1.131 -2.140
H 3.938 2.685 -2.693
H 4.021 -0.616 -4.690
H 2.383 -1.033 -4.161
H 3.708 -0.975 -2.995
H 3.507 1.727 -5.611
H 2.260 2.668 -4.768
H 1.860 1.099 -5.482
H 0.991 0.881 -3.221
H 2.601 0.928 -0.930
H 1.964 -0.465 -1.591
C -1.771 5.604 2.807
C -0.381 5.877 2.324
C 0.269 7.046 2.637
C 1.584 7.329 2.221
C 2.225 6.342 1.452
C 1.627 5.153 1.108
C 2.365 4.129 0.301
C 0.244 4.801 1.517
N -0.334 3.693 1.207
H -2.228 6.503 3.238
H -1.787 4.805 3.564
H -2.389 5.222 1.986
H -0.262 7.788 3.238
H 2.071 8.266 2.468
H 3.249 6.524 1.114
H 3.372 4.479 0.044
H 1.824 3.876 -0.620
H 2.452 3.180 0.854
```

As for the HOMO energy: 1.54 eV. The value obtained for the largest force on an atom is 0.88 eV/A. The value obtained for the energy above the lowest of the compared OMol25 structures with the same formula, charge and spin is 68.6 kJ/mol. The total energy is -98034.2097 eV. Its HOMO-LUMO gap is 2.24 eV. Its total charge is -2.



(3)
This record from the Open Molecules 2025 dataset describes a 2-piece molecular cluster, C5H6O2 overall. The level of theory is the ωB97M-V functional and the def2-TZVPD basis.

Structure (XYZ):
```
13
Properties=species:S:1:pos:R:3
C -0.327 2.611 0.504
C -0.322 1.569 -0.104
C -0.359 0.311 -0.841
C 0.815 -0.553 -0.997
O 0.711 -1.723 -1.318
H -0.267 3.576 0.973
H 0.071 0.308 -2.002
H -1.329 -0.202 -0.788
H 1.758 -0.007 -0.864
C -0.199 -1.458 1.340
O 0.662 -0.888 1.972
H -0.017 -1.802 0.310
H -1.195 -1.691 1.756
```

As for the HOMO energy: -9.70 eV. The value obtained for the largest force on an atom is 2.93 eV/A. The value obtained for the energy above the lowest of the compared OMol25 structures with the same formula, charge and spin is 469.2 kJ/mol. The total energy is -9372.2324 eV. Its HOMO-LUMO gap is 10.36 eV. As for the SMILES: C#CCC=O.C=O. Its total charge is 0.



(4)
This record from the Open Molecules 2025 dataset describes C3H5NS2 as an isolated structure. The level of theory is the ωB97M-V functional and the def2-TZVPD basis.

Structure (XYZ):
```
11
Properties=species:S:1:pos:R:3
C -1.159 1.119 1.243
C -0.169 0.624 0.273
C 1.054 -1.365 -1.146
H -2.007 0.077 1.517
H -0.451 1.154 2.215
H -1.657 2.301 1.039
H 1.047 -2.239 -2.021
H 1.968 -1.777 -0.372
N 0.609 1.160 -0.655
S 1.270 0.227 -1.995
S -0.506 -1.281 -0.098
```

As for the HOMO energy: -8.54 eV. The value obtained for the largest force on an atom is 6.44 eV/A. The value obtained for the energy above the lowest of the compared OMol25 structures with the same formula, charge and spin is 372.1 kJ/mol. The total energy is -26348.8767 eV. Its HOMO-LUMO gap is 8.80 eV. Its total charge is 0.